Below is 11 unconnected molecules or ions with the total composition C37H85BBrCl2N22O16P at a distorted geometry, with properties calculated with ωB97M-V/def2-TZVPD.

As for the SMILES: CCOCCCCC[C@](Cl)(N(OC(=O)c1ccccc1)B(O)N(C)C)[C@@](C)(O[C@@H](CC(=O)Cl)[C@@H](Br)CC)P(C)C.NC(N)=O.NC(N)=O.NC(N)=O.NC(N)=O.NC(N)=O.NC(N)=O.NC(N)=O.NC(N)=O.NC(N)=O.NC(N)=O. As for the total energy: -7730.2252 a.u. For the HOMO-LUMO gap, the calculation gives 7.34 eV. Its spin multiplicity is 1.

XYZ file:
```
165
Properties=species:S:1:pos:R:3:forces:R:3
C 8.17889 1.32718 1.59092 0.60 0.54 0.19
C 8.39162 2.42523 0.46419 1.30 -0.41 0.93
O 7.51259 3.53826 0.61921 -0.13 -0.84 -1.11
C 6.38275 3.49017 -0.26267 -1.62 0.96 -0.38
C 4.99012 3.43492 0.52019 1.06 -0.81 -0.28
C 4.11757 2.33108 -0.18047 -0.82 0.90 0.28
C 2.63513 2.21598 0.41123 1.36 -0.52 -0.61
C 2.66315 2.23048 1.98012 0.37 -0.27 -0.28
C 1.61115 1.33910 2.74306 -0.56 1.22 0.41
Cl 1.46995 2.19206 4.40364 -0.15 -0.03 -0.68
N 2.03371 -0.03999 3.10747 -0.86 0.61 -0.56
O 2.96552 0.09809 4.17171 1.50 -1.41 0.53
C 2.90529 -1.01265 5.01518 1.33 -1.40 0.60
O 2.03058 -1.25630 5.78994 -0.46 0.69 -0.51
C 4.11502 -2.00695 4.98093 1.08 -0.32 -0.60
C 3.87689 -3.33256 4.44685 1.38 0.18 0.51
C 4.95934 -4.29537 4.34060 0.71 1.50 0.49
C 6.31231 -3.93568 4.75702 -2.37 1.69 0.20
C 6.51484 -2.59276 5.31823 -0.97 -1.01 -0.77
C 5.44223 -1.62363 5.42709 -0.15 -1.94 -0.80
B 2.61821 -0.86055 2.00090 -0.04 -1.34 -1.59
O 1.86771 -2.01030 1.61999 0.68 1.19 1.40
N 3.84207 -0.61816 1.23160 -0.43 -0.86 0.26
C 5.08117 -0.90867 1.97577 0.92 0.02 0.59
C 3.83460 -1.34278 -0.06629 0.08 0.32 -0.06
C 0.10089 1.41789 2.17974 0.36 1.95 1.19
C -0.22831 2.95051 1.82430 0.56 -0.58 -1.17
O -0.01787 0.69473 0.94210 -0.05 -0.18 0.69
C -1.33412 0.53554 0.45735 -1.05 -1.50 -2.22
C -1.22449 0.75593 -1.13048 0.45 0.89 0.20
C -2.56093 0.51067 -1.87799 0.67 0.40 0.67
O -3.60323 0.96855 -1.57726 0.25 -0.06 -0.19
Cl -2.47159 -0.54169 -3.38099 0.16 0.17 0.39
C -1.78751 -0.97777 0.72230 1.04 0.34 0.49
Br -3.75998 -1.14378 0.91500 0.82 -0.02 -0.13
C -1.16968 -2.01550 -0.27710 -0.02 -0.98 1.03
C -0.96575 -3.42454 0.45795 0.83 0.32 -0.88
P -1.23107 0.94680 3.44558 -1.57 -1.15 -1.27
C -0.79585 -0.50473 4.52310 -0.28 0.07 1.30
C -1.91706 2.40727 4.37163 0.38 0.83 -0.30
H 8.19109 0.27790 1.20438 -0.32 0.90 0.27
H 9.03951 1.40065 2.31508 -0.88 -0.11 -0.62
H 7.26002 1.58427 2.17355 0.59 -0.51 -0.63
H 9.43520 2.82551 0.61826 -1.02 -0.26 -0.30
H 8.38970 1.96456 -0.55466 -0.38 0.52 0.67
H 6.34704 4.42082 -0.89686 0.31 -0.76 0.63
H 6.40762 2.63289 -0.98939 0.31 0.53 0.87
H 5.26310 3.15579 1.57199 -0.41 0.14 -0.84
H 4.49037 4.43396 0.55816 0.39 -0.78 -0.23
H 4.65919 1.35126 -0.15477 -0.55 0.81 0.12
H 3.97877 2.64037 -1.25415 0.32 -0.40 0.83
H 2.23164 1.25988 -0.02582 0.04 1.03 0.60
H 2.08287 3.08883 -0.01538 0.17 -0.78 0.52
H 3.68531 1.89144 2.30548 -1.03 0.24 -0.15
H 2.55895 3.28762 2.32606 0.05 -0.95 -0.24
H 2.85736 -3.63486 4.10717 0.99 0.33 0.39
H 4.76038 -5.30106 3.90221 0.10 0.98 0.47
H 7.13710 -4.67286 4.64157 -0.69 0.83 0.21
H 7.55285 -2.34325 5.62131 -0.95 0.04 -0.12
H 5.64553 -0.61484 5.84210 -0.22 -0.84 -0.40
H 1.39115 -2.28807 2.42694 -0.29 0.26 -0.77
H 5.19260 -0.23124 2.85816 -0.13 -0.45 -0.78
H 6.00469 -0.79967 1.34049 -1.05 0.13 0.36
H 5.11312 -1.96239 2.37755 -0.09 0.80 -0.42
H 4.68136 -0.93274 -0.68644 -0.75 -0.56 0.54
H 3.95041 -2.45358 0.08855 -0.15 0.99 -0.38
H 2.87173 -1.10113 -0.59515 0.93 -0.47 0.43
H 0.07423 3.05775 0.74241 -0.28 -0.03 1.06
H 0.39694 3.67594 2.38857 -0.89 -0.53 -0.10
H -1.32501 3.16470 1.84652 0.96 -0.07 0.38
H -2.09586 1.27403 0.78882 0.75 -0.64 0.31
H -1.01042 1.86047 -1.24222 -0.34 -1.02 -0.09
H -0.33883 0.24037 -1.57252 -1.00 0.14 0.36
H -1.38155 -1.24584 1.73519 -0.63 0.44 -0.92
H -1.79805 -2.20199 -1.18557 0.68 0.52 0.71
H -0.12968 -1.67767 -0.53949 -1.11 -0.05 0.09
H -0.89125 -3.29181 1.56660 -0.36 -0.23 -0.88
H 0.03722 -3.81327 0.11983 -1.00 0.22 0.39
H -1.71794 -4.18611 0.14884 0.38 0.68 0.60
H -0.40703 -0.13894 5.51057 0.09 -0.60 -0.90
H -0.11425 -1.26013 4.06425 -0.40 0.96 0.32
H -1.74975 -1.05775 4.76224 0.77 0.69 -0.42
H -1.17702 3.23194 4.56831 -0.61 -0.95 0.23
H -2.70882 2.85757 3.70524 0.92 -0.70 0.91
H -2.44114 2.06730 5.30032 0.63 0.19 -0.71
N -5.41837 0.20976 -5.48469 -0.24 0.11 0.38
C -5.90108 0.13578 -6.75474 0.24 -0.13 -0.31
N -4.98380 -0.19532 -7.69226 -0.18 -0.15 0.02
O -7.08103 0.35455 -7.02343 -0.40 0.19 0.12
H -4.46091 0.03614 -5.24136 -0.03 0.01 -0.05
H -6.06913 0.45346 -4.75868 0.11 -0.03 -0.02
H -5.30376 -0.25960 -8.64195 0.01 0.02 0.10
H -4.00554 -0.37831 -7.48723 -0.26 0.20 -0.18
N 6.87525 7.48594 0.55517 0.36 -0.14 -0.04
C 5.60039 7.52539 0.07936 0.05 -0.09 -0.05
N 4.82030 8.50914 0.60917 -0.37 0.21 0.03
O 5.18794 6.73930 -0.75694 -0.05 0.00 0.00
H 7.23444 8.12146 1.24236 -0.05 -0.03 -0.02
H 7.48005 6.77133 0.18779 -0.06 0.02 0.09
H 3.87248 8.56840 0.28142 0.09 -0.01 0.03
H 5.13941 9.16476 1.29729 0.02 -0.05 -0.03
N -5.68965 5.27884 2.30726 -0.10 0.39 0.18
C -4.96468 4.13712 2.45826 -0.03 -0.14 -0.10
N -5.05704 3.25779 1.42473 0.21 -0.27 -0.07
O -4.28086 3.91737 3.44914 -0.36 0.31 -0.16
H -6.25598 5.47796 1.50380 0.03 -0.06 0.01
H -5.64524 5.95166 3.05193 -0.01 -0.07 -0.07
H -4.53499 2.40056 1.50189 -0.12 0.00 -0.03
H -5.61096 3.41705 0.60329 0.02 -0.01 0.02
N -0.67162 -0.44448 -6.29214 -0.23 0.10 0.28
C -1.13020 -0.52255 -7.56797 0.32 -0.10 0.04
N -0.20299 -0.86260 -8.49497 -0.19 -0.10 -0.33
O -2.30229 -0.29909 -7.85572 0.38 -0.06 -0.03
H 0.27923 -0.62018 -6.02675 -0.04 0.00 -0.05
H -1.34048 -0.19401 -5.58435 0.18 0.00 0.01
H -0.51012 -0.92776 -9.44990 0.16 0.07 0.04
H 0.75886 -1.04791 -8.28093 -0.02 0.09 -0.04
N -10.63365 0.97512 -6.31569 0.29 0.30 0.21
C -11.67744 0.42690 -6.99324 -0.11 0.05 0.10
N -11.32008 -0.42638 -7.99386 -0.07 -0.29 -0.39
O -12.84229 0.67841 -6.72736 0.02 -0.01 -0.05
H -9.66707 0.77914 -6.52045 0.00 -0.08 0.01
H -10.85534 1.60981 -5.56900 0.03 -0.08 -0.05
H -12.06232 -0.85287 -8.51892 0.06 0.05 0.07
H -10.36862 -0.64535 -8.22676 0.00 0.05 0.09
N 0.44407 -2.66257 8.17333 0.21 0.22 -0.23
C -0.42316 -3.67814 7.94390 0.19 0.18 0.00
N -1.02034 -4.19423 9.05457 -0.29 -0.35 0.10
O -0.64720 -4.09678 6.81629 -0.17 -0.30 -0.11
H 0.65174 -2.29611 9.08310 -0.06 -0.05 -0.02
H 0.90067 -2.26434 7.36747 0.05 0.04 0.05
H -1.66876 -4.94880 8.91808 0.05 0.09 0.04
H -0.84772 -3.86333 9.98505 0.02 0.02 -0.06
N -9.20396 5.76179 -4.73611 -0.13 0.40 0.17
C -8.48398 4.60431 -4.69159 0.11 -0.12 0.02
N -8.64284 3.79142 -5.77153 0.09 -0.37 -0.08
O -7.75474 4.32119 -3.75523 -0.04 0.05 0.01
H -9.80887 6.01396 -5.49496 0.03 -0.05 0.02
H -9.11285 6.38794 -3.95621 -0.01 -0.07 -0.08
H -8.12661 2.92661 -5.77512 0.00 0.07 -0.11
H -9.23729 4.00624 -6.55029 0.02 -0.02 0.03
N -1.19608 -5.77386 4.04475 0.44 0.23 0.14
C -2.05260 -6.79544 3.79258 -0.21 0.17 -0.47
N -2.64139 -7.32996 4.90397 -0.20 -0.44 0.33
O -2.27873 -7.20510 2.66735 -0.06 -0.09 0.12
H -0.99711 -5.42285 4.96787 -0.08 0.22 0.07
H -0.74068 -5.35272 3.25396 -0.02 -0.11 0.04
H -3.28229 -8.09048 4.76186 0.05 0.09 -0.02
H -2.46842 -7.00479 5.83752 -0.03 0.13 -0.08
N 0.52634 -8.46233 5.03665 -0.23 0.24 0.08
C 1.77169 -8.52279 4.49148 -0.11 0.17 -0.06
N 2.49583 -9.62606 4.83795 0.40 -0.25 0.00
O 2.20964 -7.65813 3.74992 0.08 -0.03 0.07
H 0.14982 -9.16199 5.64779 0.04 -0.02 -0.08
H -0.03938 -7.66153 4.80308 0.13 -0.12 -0.04
H 3.42072 -9.70576 4.45453 -0.10 0.00 0.03
H 2.15650 -10.34819 5.44483 -0.02 0.05 -0.04
N 0.05937 1.76349 -12.33742 -0.10 0.34 0.15
C 0.77467 0.60730 -12.27125 0.07 0.03 0.07
N 0.63314 -0.21661 -13.34699 0.07 -0.36 -0.19
O 1.48794 0.33011 -11.32073 -0.07 -0.09 0.03
H -0.53240 2.01067 -13.10822 0.03 -0.04 0.03
H 0.13883 2.39639 -11.56089 -0.02 -0.06 -0.07
H 1.14674 -1.07998 -13.33340 -0.04 0.09 -0.01
H 0.05260 -0.00791 -14.13746 0.02 0.02 0.05
```
Forces are in eV/Å.